Here is a cluster of 5 separate species, C28H45Br2ClF3N2O21P4 in total in a non-equilibrium geometry from the Open Molecules 2025 dataset. Energies are from ωB97M-V/def2-TZVPD.

Each atom is followed by the atoms it is bonded to, with distances in Å.
CARTESIAN COORDINATES (ANGSTROEM)
1 C 1.17597 -3.06751 0.36990  C2 1.498, H38 1.088, H39 1.086, H40 1.088
2 C 1.41206 -1.75092 1.04527  C1 1.498, N3 1.277, C4 1.540
3 N 1.30161 -1.56549 2.30371  C2 1.277, H41 1.022
4 C 1.88298 -0.56485 0.18343  C2 1.540, N5 1.521, H42 1.091, H43 1.087
5 N 1.06384 0.70269 0.36886  C4 1.521, O6 1.419, C7 1.528, C31 1.530
6 O 1.20620 1.02177 1.74370  N5 1.419, H44 0.982
7 C 1.71305 1.89601 -0.33135  N5 1.528, P8 1.917, C11 1.511, H45 1.091
8 P 2.98907 1.56594 -1.72342  C7 1.917, O9 1.637, O10 1.633
9 O 3.67838 3.02685 -1.45634  P8 1.637, H46 0.966
10 O 2.05041 1.84604 -3.02947  P8 1.633, H47 0.964
11 C 0.66646 2.91790 -0.71015  C7 1.511, C12 1.527, H48 1.087, H49 1.095
12 C -0.31238 3.11802 0.44437  C11 1.527, P13 1.869, C16 1.550, H50 1.091
13 P -0.86980 4.89941 0.35024  C12 1.869, O14 1.627, Cl15 2.085
14 O -2.24014 4.90854 1.22771  P13 1.627, H51 0.965
15 Cl -1.67139 4.93908 -1.57377  P13 2.085
16 C -1.21206 1.86125 0.56325  C12 1.550, C17 1.543, P26 1.898, C31 1.599
17 C -2.53402 2.05492 -0.20806  C16 1.543, C18 1.534, H52 1.087, H53 1.086
18 C -3.54725 0.90376 -0.18042  C17 1.534, C19 1.529, H54 1.088, H55 1.097
19 C -4.70699 1.06356 -1.16321  C18 1.529, F20 1.375, Br21 1.939, C22 1.597
20 F -5.47771 2.09783 -0.68780  C19 1.375
21 Br -4.19574 1.62221 -2.94811  C19 1.939
22 C -5.64180 -0.23106 -1.16079  C19 1.597, F23 1.347, F24 1.340, Br25 1.923
23 F -4.99483 -1.22538 -0.52362  C22 1.347
24 F -6.71292 0.06332 -0.41060  C22 1.340
25 Br -6.26109 -0.89242 -2.85647  C22 1.923
26 P -1.75941 1.55828 2.35496  C16 1.898, P27 2.169, H56 1.397
27 P -0.73544 2.71786 3.87548  P26 2.169, O28 1.470, O29 1.599, O30 1.606
28 O -1.68619 2.70710 4.99623  P27 1.470
29 O 0.63616 1.95324 4.17912  P27 1.599, H57 0.965
30 O -0.27042 4.17022 3.37047  P27 1.606, H58 0.965
31 C -0.42893 0.55911 0.06628  N5 1.530, C16 1.599, C32 1.541, H59 1.096
32 C -0.58619 0.10488 -1.39772  C31 1.541, C33 1.547, H60 1.087, H61 1.094
33 C -0.99925 -1.37510 -1.57570  C32 1.547, O34 1.431, H62 1.095, H63 1.090
34 O -2.14190 -1.52403 -2.42414  C33 1.431, C35 1.381
35 C -1.92911 -1.92681 -3.72776  O34 1.381, C36 1.500, O37 1.196
36 C -1.09366 -0.99097 -4.55057  C35 1.500, H64 1.090, H65 1.089, H66 1.090
37 O -2.45191 -2.91898 -4.14266  C35 1.196
38 H 0.10487 -3.25778 0.34998  C1 1.088
39 H 1.60224 -3.12533 -0.62695  C1 1.086
40 H 1.61285 -3.82633 1.01588  C1 1.088
41 H 0.98939 -2.42576 2.75870  N3 1.022
42 H 2.88308 -0.26250 0.49793  C4 1.091
43 H 1.94563 -0.85596 -0.86186  C4 1.087
44 H 0.68295 0.36096 2.24696  O6 0.982
45 H 2.34431 2.34648 0.43666  C7 1.091
46 H 3.29055 3.75372 -1.96009  O9 0.966
47 H 1.25222 2.37022 -2.89706  O10 0.964
48 H 1.19880 3.84312 -0.91740  C11 1.087
49 H 0.08145 2.64941 -1.59650  C11 1.095
50 H 0.31160 3.16278 1.33784  C12 1.091
51 H -3.04722 4.99148 0.70467  O14 0.965
52 H -2.33827 2.34650 -1.23645  C17 1.087
53 H -3.01128 2.90923 0.26212  C17 1.086
54 H -3.10429 -0.08890 -0.22180  C18 1.088
55 H -4.07143 0.93936 0.78249  C18 1.097
56 H -2.96633 2.25739 2.43225  P26 1.397
57 H 1.41019 2.23328 3.67585  O29 0.965
58 H 0.67810 4.34925 3.38238  O30 0.965
59 H -0.73771 -0.26202 0.72311  C31 1.096
60 H -1.29781 0.72146 -1.94164  C32 1.087
61 H 0.35861 0.24185 -1.93100  C32 1.094
62 H -0.16144 -1.95759 -1.97211  C33 1.095
63 H -1.27684 -1.82481 -0.62239  C33 1.090
64 H -1.41940 0.03720 -4.39007  C36 1.090
65 H -1.22828 -1.24920 -5.59985  C36 1.089
66 H -0.04494 -1.07899 -4.26794  C36 1.090
67 C 1.52947 -3.36162 -5.82651  C68 1.520, O72 1.439, H73 1.086, H74 1.090
68 C 2.57926 -4.45591 -5.71712  C67 1.520, O69 1.439, H75 1.090, H76 1.085
69 O 3.42980 -3.94989 -4.67282  C68 1.439, C70 1.335
70 C 2.72646 -3.09790 -3.92328  O69 1.335, O71 1.193, O72 1.348
71 O 3.07852 -2.63350 -2.88202  C70 1.193
72 O 1.53603 -2.82177 -4.49254  C67 1.439, C70 1.348
73 H 0.53446 -3.72116 -6.07119  C67 1.086
74 H 1.82001 -2.57197 -6.51997  C67 1.090
75 H 2.15939 -5.40633 -5.38865  C68 1.090
76 H 3.16144 -4.60467 -6.62061  C68 1.085
77 C -3.68604 -4.67339 3.23972  C78 1.521, O82 1.440, H83 1.085, H84 1.090
78 C -2.42009 -5.36086 2.75040  C77 1.521, O79 1.437, H85 1.090, H86 1.085
79 O -1.85521 -4.35105 1.89864  C78 1.437, C80 1.340
80 C -2.32244 -3.15571 2.28545  O79 1.340, O81 1.198, O82 1.337
81 O -1.88486 -2.11234 1.89177  C80 1.198
82 O -3.31693 -3.28349 3.16962  C77 1.440, C80 1.337
83 H -3.96470 -4.92440 4.25799  C77 1.085
84 H -4.53453 -4.83593 2.57503  C77 1.090
85 H -1.70985 -5.56615 3.55120  C78 1.090
86 H -2.59781 -6.26531 2.17764  C78 1.085
87 C 2.98172 7.20735 -1.70799  C88 1.519, O92 1.441, H93 1.085, H94 1.091
88 C 2.73737 8.10313 -0.50570  C87 1.519, O89 1.436, H95 1.090, H96 1.085
89 O 2.36307 7.15084 0.50116  C88 1.436, C90 1.336
90 C 2.86260 5.95433 0.17854  O89 1.336, O91 1.194, O92 1.360
91 O 2.84763 4.99350 0.88657  C90 1.194
92 O 3.37176 5.96884 -1.08225  C87 1.441, C90 1.360
93 H 3.77850 7.55267 -2.35912  C87 1.085
94 H 2.07700 7.03372 -2.29206  C87 1.091
95 H 3.64047 8.61680 -0.17699  C88 1.090
96 H 1.93624 8.82207 -0.64370  C88 1.085
97 C 2.15357 -4.45028 6.02163  C98 1.520, O102 1.437, H103 1.085, H104 1.090
98 C 3.52032 -4.35958 5.36288  C97 1.520, O99 1.437, H105 1.090, H106 1.085
99 O 3.29566 -5.03578 4.11543  C98 1.437, C100 1.342
100 C 1.98483 -4.98752 3.82986  O99 1.342, O101 1.193, O102 1.349
101 O 1.49777 -5.30153 2.78758  C100 1.193
102 O 1.28152 -4.51770 4.88114  C97 1.437, C100 1.349
103 H 1.89518 -3.58904 6.62960  C97 1.085
104 H 2.03040 -5.36306 6.60465  C97 1.090
105 H 3.81272 -3.33093 5.14959  C98 1.090
106 H 4.31196 -4.85932 5.91192  C98 1.085

HOMO energy in eV: -11.28
Gap between HOMO and LUMO in eV: 9.387
Lowest unoccupied orbital energy in eV: -1.90
Total charge: +1

Atom charges from the Mulliken analysis, given in e for atoms 1 to 6: -1.013, 0.422, -0.431, -1.033, 1.429, -0.582